1.
This record from the Open Molecules 2025 dataset describes a cluster of 3 separate species, C14H36IN2OP in total. The level of theory is wB97M-V/def2-TZVPD.

Frontier orbital gap (eV): 8.32
Highest occupied orbital energy (Eh): -0.2927
SMILES string: O=C(I)C[PH4].CCN(CC)CC.CCN(CC)CC

The geometry in XYZ format:
```
55
Properties=species:S:1:pos:R:3:forces:R:3
O 0.18938 3.24075 3.55536 0.009 0.065 0.056
C -0.32693 3.11065 2.49820 -0.294 0.113 0.115
I 0.36953 1.50951 1.18297 0.129 -0.284 -0.252
C -1.53358 3.75238 1.97318 0.301 0.253 -0.012
P -3.13989 2.68972 2.52950 -0.208 -0.062 0.120
H -1.52497 3.83962 0.88679 -0.006 -0.068 0.074
H -1.64103 4.72926 2.45859 -0.094 -0.084 -0.092
H -3.89276 3.48518 1.64353 0.009 0.069 -0.002
H -2.57192 1.51204 2.01698 0.079 -0.013 -0.001
H -2.87331 3.08508 3.85774 0.058 -0.008 0.017
H -4.33955 1.98353 2.95349 0.030 0.016 0.004
C -5.70772 0.21690 -3.05101 0.011 0.003 -0.025
C -4.34738 -0.39126 -2.74642 0.028 -0.006 0.001
N -3.43909 0.54375 -2.10456 -0.059 -0.030 0.014
C -2.05415 0.10382 -2.09015 0.098 0.077 -0.014
C -1.70113 -1.14930 -1.28562 0.052 -0.037 0.040
C -3.92469 1.15220 -0.87748 0.034 -0.004 0.023
C -4.36126 0.21712 0.25814 -0.009 0.019 -0.013
H -5.59496 1.14309 -3.61643 -0.001 0.000 0.008
H -6.30098 -0.48082 -3.64323 0.000 0.009 -0.001
H -6.27285 0.43611 -2.14401 0.005 -0.003 0.007
H -3.87290 -0.69183 -3.68480 -0.012 -0.011 0.005
H -4.49386 -1.31825 -2.16875 0.011 0.011 0.014
H -1.45041 0.93776 -1.72033 0.006 -0.008 -0.017
H -1.75239 -0.05267 -3.13038 -0.052 -0.011 -0.008
H -1.74331 -0.96781 -0.21171 -0.013 -0.013 0.000
H -0.67969 -1.45600 -1.52130 0.006 0.009 0.012
H -2.35598 -1.99072 -1.51806 -0.022 0.024 -0.023
H -4.76750 1.80088 -1.12981 -0.011 -0.005 -0.018
H -3.12992 1.81710 -0.52206 -0.011 -0.009 0.002
H -5.01732 -0.57397 -0.10807 -0.022 0.020 0.000
H -4.92055 0.77919 1.01034 -0.001 -0.031 -0.011
H -3.51627 -0.25804 0.75618 -0.008 -0.029 -0.031
C 2.67412 -1.37914 -1.03106 -0.046 -0.024 -0.062
C 4.06478 -1.90468 -0.71208 0.025 0.004 0.001
N 4.90214 -0.91813 -0.05435 -0.031 -0.043 0.004
C 6.31130 -1.26882 -0.02892 0.020 0.032 0.000
C 6.73099 -2.50743 0.77095 0.008 0.001 -0.002
C 4.35749 -0.35132 1.16941 -0.006 0.064 0.094
C 3.97727 -1.31434 2.30114 0.008 0.009 -0.005
H 2.73176 -0.45140 -1.60278 0.013 0.007 0.019
H 2.12876 -2.11705 -1.62215 -0.003 0.014 -0.001
H 2.09037 -1.18942 -0.12895 -0.003 -0.007 0.022
H 4.56714 -2.17402 -1.64591 -0.009 -0.008 0.005
H 3.96464 -2.84073 -0.13876 0.009 0.010 0.011
H 6.85891 -0.39895 0.34428 0.005 -0.007 -0.010
H 6.62437 -1.40588 -1.06870 -0.012 -0.008 0.000
H 6.66851 -2.34280 1.84604 -0.017 -0.001 -0.009
H 7.76615 -2.76231 0.53568 0.002 0.001 0.012
H 6.11490 -3.37356 0.52441 0.005 0.003 -0.012
H 3.46991 0.22973 0.90976 0.000 -0.002 -0.043
H 5.08418 0.37664 1.53944 0.002 -0.014 -0.002
H 3.39872 -2.16171 1.92852 -0.021 0.013 0.002
H 3.35622 -0.79167 3.03097 0.012 0.005 0.005
H 4.84669 -1.70800 2.82624 -0.004 -0.022 -0.027
```
Forces are in eV/Å.

***

2.
This record from the Open Molecules 2025 dataset describes the molecule C7H12O in a non-equilibrium geometry. The level of theory is wB97M-V/def2-TZVPD.

Energy above the lowest of the compared OMol25 structures with the same formula, charge and spin (eV): 2.3883
Frontier orbital gap (eV): 9.90
Highest occupied orbital energy (Eh): -0.3287
SMILES string: C[C@H]1O[C@@]12CC2(C)C

The geometry in XYZ format:
```
20
Properties=species:S:1:pos:R:3:forces:R:3
C 0.98333 2.22476 1.56240 -0.487 0.501 0.108
C -0.08151 1.18423 1.40365 1.455 -1.268 -2.650
O -1.15242 1.35043 0.52445 -1.671 0.793 -0.410
C -0.19930 0.54268 -0.07222 0.126 -0.082 3.119
C 0.09778 0.39976 -1.50878 0.839 0.004 0.152
C -0.26974 -0.81793 -0.64030 -0.457 0.022 0.011
C -1.61923 -1.47145 -0.82366 0.230 0.201 -0.146
C 0.85128 -1.77518 -0.29198 -0.149 0.234 -0.014
H 1.93818 1.76484 1.81714 -0.062 -0.110 0.018
H 1.10338 2.76625 0.62428 0.017 0.084 0.076
H 0.71965 2.92013 2.36209 0.106 0.164 -0.033
H -0.37117 0.64535 2.30704 0.279 -0.393 -0.307
H -0.64457 0.74829 -2.21594 -0.116 0.146 0.162
H 1.11991 0.49829 -1.85315 0.042 -0.104 -0.107
H -1.90346 -1.99120 0.08773 -0.075 -0.092 0.130
H -1.58591 -2.19782 -1.63367 -0.071 -0.087 -0.100
H -2.38436 -0.73039 -1.04035 -0.104 0.043 -0.042
H 1.78924 -1.24135 -0.14882 0.071 0.015 0.023
H 0.62016 -2.31244 0.62863 0.003 -0.030 0.050
H 0.98875 -2.50725 -1.08856 0.023 -0.043 -0.039
```
Forces are in eV/Å.

***

3.
This record from the Open Molecules 2025 dataset describes the molecule C19H23F3N2O2 in a non-equilibrium geometry. The level of theory is wB97M-V/def2-TZVPD.

Energy above the lowest of the compared OMol25 structures with the same formula, charge and spin (eV): 0.0000
Frontier orbital gap (eV): 7.85
Highest occupied orbital energy (Eh): -0.2941
SMILES string: O=C1c2cc(C(F)(F)F)ccc2NC12CCN(CC1CCOCC1)CC2

The geometry in XYZ format:
```
49
Properties=species:S:1:pos:R:3:forces:R:3
O -1.27070 2.15705 0.87525 1.123 -0.755 -1.025
C -0.79246 2.14558 -0.25677 -1.251 -0.169 1.630
C -0.90289 3.25779 -1.16485 0.003 1.082 -0.416
C -1.34181 4.55995 -0.95094 0.080 0.976 -0.711
C -1.37126 5.48417 -2.04594 0.187 -1.320 1.862
C -1.80508 6.92242 -1.82606 0.047 -1.009 -1.124
F -1.98883 7.19883 -0.50723 0.392 0.391 -1.465
F -0.94670 7.79984 -2.45365 -0.563 -0.470 1.389
F -2.97627 7.08944 -2.48904 -0.099 0.456 0.639
C -1.02780 5.00817 -3.31728 0.840 -0.354 0.240
C -0.58192 3.69354 -3.50340 -0.193 0.584 0.087
C -0.48600 2.84055 -2.41016 0.398 -0.615 -0.853
N 0.04766 1.55057 -2.38862 -0.193 0.541 -0.075
C -0.17673 0.95989 -1.04281 -0.110 -0.637 -0.577
C -1.22543 -0.20819 -1.22389 0.549 0.882 -0.207
C -1.04014 -1.26453 -0.15929 1.620 -0.138 0.023
N 0.30905 -1.88781 -0.35828 -0.279 0.451 0.236
C 0.59048 -3.23835 0.12103 -2.024 0.654 -0.094
C 0.44302 -3.38135 1.65390 0.918 0.242 0.899
C 1.57598 -2.60029 2.38190 -0.624 0.912 -0.276
C 1.61097 -2.82912 3.90373 -0.159 -0.608 -0.659
O 1.80895 -4.22442 4.16927 -0.800 -0.502 -0.266
C 0.75314 -5.05991 3.61000 0.470 1.076 -0.412
C 0.59194 -4.83305 2.08645 -0.010 -0.318 0.429
C 1.39867 -1.02369 -0.81810 -1.304 0.140 0.320
C 1.13471 0.42392 -0.39388 -0.514 0.026 -0.477
H -1.59608 4.84363 0.07115 -0.060 0.099 -0.366
H -0.93438 5.71581 -4.13214 -0.338 -0.098 -0.114
H -0.24842 3.32797 -4.45659 0.030 0.168 -0.410
H -0.04911 0.97157 -3.23342 0.025 0.423 0.885
H -2.23683 0.22808 -1.23505 0.262 -0.254 0.085
H -1.02921 -0.64380 -2.22663 -0.188 0.059 0.585
H -1.18212 -0.80455 0.83863 0.091 -0.219 -0.231
H -1.79862 -2.01023 -0.29788 -0.363 -0.664 0.075
H 1.57076 -3.56791 -0.22575 0.071 0.125 0.131
H -0.16899 -3.86762 -0.41014 0.537 -0.155 0.619
H -0.55122 -3.00990 2.02577 0.745 -0.162 -0.540
H 2.53337 -2.90271 1.94951 0.074 -0.165 0.116
H 1.48661 -1.51446 2.15945 -0.048 -0.463 0.219
H 2.48520 -2.32428 4.33179 -0.329 -0.064 0.037
H 0.67681 -2.46844 4.39389 0.464 -0.144 -0.244
H -0.19108 -4.85664 4.13131 0.028 0.169 -0.013
H 1.00607 -6.10422 3.80346 0.221 0.214 0.079
H -0.28977 -5.34233 1.75321 -0.677 -0.637 -0.085
H 1.41086 -5.32862 1.56144 0.281 0.213 0.019
H 1.43845 -1.07858 -1.90802 0.397 0.167 -0.278
H 2.34083 -1.36804 -0.41832 0.307 -0.123 0.132
H 1.97607 1.05946 -0.64386 0.074 0.230 -0.302
H 1.02022 0.50482 0.67686 -0.108 -0.236 0.486
```
Forces are in eV/Å.

***

4.
This record from the Open Molecules 2025 dataset describes a cluster of 2 separate species, C2H5N3 in total in a non-equilibrium geometry. The level of theory is wB97M-V/def2-TZVPD.

Energy above the lowest of the compared OMol25 structures with the same formula, charge and spin (eV): 5.1953
Frontier orbital gap (eV): 9.39
Highest occupied orbital energy (Eh): -0.3458

The geometry in XYZ format:
```
10
Properties=species:S:1:pos:R:3:forces:R:3
C 1.37715 -1.33750 -0.77499 -2.049 6.375 2.659
C -1.06365 0.46569 0.71879 4.617 0.812 0.058
H 1.71504 -1.15138 -1.76148 0.832 -1.499 -0.979
H 1.82426 -1.60370 0.21293 0.049 -1.245 -1.262
H 0.12889 -1.16803 1.24129 1.645 4.192 -0.551
H -1.61824 0.41946 1.58218 -0.825 -0.995 2.374
H -1.04762 1.40311 -1.10650 -0.399 -1.339 2.380
N 0.68337 -0.18468 -0.53821 2.781 -3.309 -1.368
N 0.43660 0.14792 0.75986 -4.122 -5.989 1.601
N -1.53187 1.08410 -0.19754 -2.530 2.996 -4.912
```
Forces are in eV/Å.